(1)
DFT (ωB97M-V/def2-TZVPD) results for a molecular structure, C15H17N5Re at a distorted geometry.

The HOMO energy (spin up / spin down) comes out at -14.99 / -14.97 eV. Its total charge is +2. Its multiplicity is 4. For the LUMO energy (spin up / spin down), the calculation gives -8.50 / -9.57 eV. As for the orbital gap (spin up / spin down): 0.2385 / 0.1985 hartree. For the largest force on an atom, the calculation gives 0.127 hartree/bohr. The calculated total energy is -25389.973 eV.

CARTESIAN COORDINATES (ANGSTROEM)
C (-1.325, 0.759, 2.255)
C (-1.482, -0.666, 2.178)
H (-0.807, 1.508, 1.589)
H (-0.870, 0.947, 3.219)
H (-2.380, 0.971, 2.070)
H (-0.793, -1.430, 1.762)
H (-1.464, -0.901, 3.233)
H (-2.472, -0.870, 1.758)
C (0.629, 2.619, -1.439)
C (1.037, 3.411, -2.520)
C (1.304, 2.799, -3.754)
C (1.215, 1.460, -3.954)
H (0.374, 2.993, -0.403)
H (1.112, 4.479, -2.360)
H (1.608, 3.428, -4.606)
H (1.400, 0.956, -4.889)
N (0.529, 1.250, -1.629)
C (0.833, 0.663, -2.854)
C (0.708, -0.753, -2.894)
N (0.309, -1.323, -1.691)
C (0.193, -2.703, -1.579)
C (0.794, -2.901, -3.908)
C (0.429, -3.491, -2.689)
H (-0.107, -3.092, -0.544)
H (0.312, -4.581, -2.582)
C (0.943, -1.534, -4.037)
H (1.215, -1.051, -4.944)
H (0.958, -3.512, -4.777)
Re (-0.156, -0.014, -0.379)
C (-2.148, 0.138, -1.035)
H (-2.536, -0.872, -1.249)
H (-2.037, 0.635, -2.012)
H (-2.933, 0.682, -0.479)
N (1.368, -0.114, 0.978)
C (2.148, -0.055, 1.885)
N (3.269, -0.088, 2.478)
C (3.499, -0.018, 3.787)
N (3.797, 0.035, 4.919)



(2)
DFT (ωB97M-V/def2-TZVPD) results for a molecular structure, C15H17NO12P2S2Zn.

As for the energy above the lowest of the compared OMol25 structures with the same formula, charge and spin: 5.78 kJ/mol. The HOMO energy comes out at -3.38 eV. Its total charge is -2. For the LUMO energy, the calculation gives 4.15 eV. As for the orbital gap: 0.2769 hartree. For the largest force on an atom, the calculation gives 0.018 hartree/bohr. The calculated total energy is -130569.872 eV.

CARTESIAN COORDINATES (ANGSTROEM)
Zn (-0.094, 0.261, 0.306)
O (4.256, -0.540, 0.979)
C (3.176, -0.785, 0.492)
O (2.060, -0.223, 0.949)
C (2.997, -1.777, -0.621)
C (4.205, -2.362, -1.028)
C (4.270, -3.333, -2.001)
C (3.082, -3.750, -2.599)
C (1.887, -3.184, -2.222)
C (1.788, -2.178, -1.234)
S (0.132, -1.646, -0.984)
H (5.101, -2.014, -0.532)
H (5.222, -3.761, -2.291)
H (3.094, -4.516, -3.366)
H (0.965, -3.500, -2.695)
C (-1.335, 3.668, 2.560)
C (0.108, 3.246, 2.343)
O (0.940, 4.140, 3.085)
P (0.422, 1.539, 2.972)
O (1.890, 1.265, 2.933)
O (-0.152, 1.645, 4.486)
O (-0.455, 0.509, 2.257)
P (0.673, 3.346, 0.569)
O (-0.306, 4.532, 0.034)
O (2.095, 3.760, 0.564)
O (0.271, 2.092, -0.199)
H (-1.572, 3.606, 3.623)
H (-2.029, 3.028, 2.014)
H (-1.468, 4.692, 2.216)
H (1.817, 4.077, 2.677)
H (2.238, 0.370, 1.748)
H (-0.384, 0.757, 4.777)
H (-0.080, 4.728, -0.881)
N (-2.329, 0.509, 0.087)
C (-3.270, 0.583, -1.022)
C (-4.507, 1.199, -0.854)
C (-5.409, 1.255, -1.904)
C (-5.079, 0.688, -3.132)
C (-3.840, 0.087, -3.300)
C (-2.932, 0.035, -2.246)
S (-6.296, 0.688, -4.457)
O (-7.009, 1.947, -4.289)
O (-5.511, 0.596, -5.679)
O (-7.106, -0.491, -4.177)
H (-2.247, 1.433, 0.505)
H (-2.710, -0.083, 0.820)
H (-4.756, 1.635, 0.109)
H (-6.371, 1.740, -1.800)
H (-3.597, -0.330, -4.269)
H (-1.961, -0.432, -2.363)